# 1
# C48H56HgN9O2PSTe

A structure of composition C48H56HgN9O2PSTe (ωB97M-V/def2-TZVPD, the Open Molecules 2025 dataset).

Structure (XYZ):
```
119
Properties=species:S:1:pos:R:3:forces:R:3
Hg 0.2051 2.3900 0.5768 -0.404 -0.613 -0.264
C -0.8594 4.7862 -4.5423 -0.056 0.073 -0.062
N -1.1931 4.5081 -3.1605 -0.030 -0.205 0.095
C -2.4484 4.2387 -2.6852 -0.104 0.021 0.129
C -2.3144 4.0164 -1.3432 -0.126 0.071 -0.123
N -1.0041 4.1455 -0.9911 -0.145 0.008 -0.036
C -0.3470 4.4173 -2.0961 -0.043 0.298 -0.209
P 1.4279 4.7906 -2.1680 -0.072 -0.175 0.215
C 1.6323 5.0823 -0.3819 0.266 0.239 -0.205
N 1.4993 4.2106 0.6083 -0.105 0.478 0.240
C 1.8539 4.8609 1.7489 0.141 0.272 0.272
C 2.2142 6.1468 1.4492 -0.014 -0.188 0.213
N 2.0720 6.2811 0.0972 -0.218 -0.663 0.085
C 2.3083 7.4784 -0.6858 0.092 0.115 -0.207
C 2.1544 3.1277 -2.2021 0.184 0.114 -0.201
N 2.0146 2.1967 -1.2827 0.008 -0.229 -0.293
C 2.7591 1.1331 -1.6892 0.075 -0.002 -0.118
C 3.3704 1.4325 -2.8751 0.027 -0.105 0.056
N 2.9909 2.7045 -3.1957 -0.007 -0.012 0.079
C 3.4242 3.4276 -4.3740 0.001 -0.085 -0.151
H -1.4100 4.1096 -5.1931 0.066 -0.041 0.011
H 0.2065 4.6355 -4.6941 0.001 -0.001 -0.049
H -1.1164 5.8125 -4.8080 0.038 -0.007 0.038
H -3.3143 4.2324 -3.3243 0.025 -0.029 -0.049
H -3.0706 3.7685 -0.6163 -0.001 -0.012 -0.017
H 1.8352 4.3618 2.7032 0.032 0.050 0.074
H 2.5595 6.9491 2.0770 -0.022 0.025 -0.028
H 2.5373 8.3071 -0.0214 -0.022 -0.067 0.066
H 1.4235 7.7269 -1.2694 0.002 0.021 0.052
H 3.1445 7.3307 -1.3685 -0.001 0.006 0.039
H 2.8222 0.2321 -1.1062 -0.076 -0.097 0.069
H 4.0294 0.8547 -3.4997 0.005 0.030 -0.033
H 4.4930 3.2760 -4.5150 -0.008 0.042 0.008
H 3.2300 4.4894 -4.2479 0.000 -0.002 0.005
H 2.9007 3.0662 -5.2602 -0.007 0.035 0.014
C -2.7678 -1.0470 3.6728 0.006 -0.164 0.041
C -1.6224 -2.0544 3.7837 -0.081 0.253 -0.037
C -0.5121 -1.7986 2.7747 -0.067 -0.304 0.053
N 0.2909 -0.6539 3.1809 0.127 0.221 -0.114
C 1.3999 -0.2960 2.5440 -0.184 -0.437 0.115
S 1.9648 -1.1075 1.2233 0.371 0.129 -0.020
N 2.0944 0.8081 3.0676 -0.090 0.127 0.312
C 2.4422 1.0894 4.3799 -0.159 -0.035 -0.204
O 2.9366 2.1648 4.6514 -0.013 0.093 0.042
C 2.2476 0.0207 5.4086 0.182 -0.133 0.125
C 2.5995 -1.3022 5.1440 -0.017 0.088 -0.056
C 2.4915 -2.2612 6.1365 0.016 -0.018 -0.014
C 2.0499 -1.9061 7.4038 0.026 -0.003 -0.022
C 1.7346 -0.5840 7.6801 -0.063 0.024 0.055
C 1.8370 0.3779 6.6882 -0.043 0.112 -0.122
H -3.6351 -1.3866 4.2395 0.002 0.051 0.116
H -3.0628 -0.9332 2.6281 -0.041 -0.004 0.112
H -2.4855 -0.0628 4.0545 -0.008 0.047 0.004
H -2.0076 -3.0589 3.6043 0.037 -0.030 -0.008
H -1.1992 -2.0405 4.7944 0.011 -0.167 0.027
H -0.9300 -1.6106 1.7794 0.023 0.065 0.040
H 0.1462 -2.6687 2.6917 0.051 0.060 0.026
H -0.0488 -0.0880 3.9430 0.003 0.048 -0.007
H 2.5750 1.3751 2.3843 0.052 -0.078 -0.034
H 2.9763 -1.5790 4.1671 -0.077 -0.016 -0.058
H 2.7554 -3.2868 5.9145 0.016 -0.002 0.031
H 1.9656 -2.6577 8.1777 -0.006 0.002 0.007
H 1.4131 -0.2968 8.6726 -0.024 -0.016 -0.001
H 1.6016 1.4140 6.8951 0.025 0.005 0.006
C 0.7274 -7.6761 1.5698 -0.057 0.076 -0.102
C 0.5151 -6.3912 0.8166 0.056 0.101 -0.034
C 1.5806 -5.6421 0.3540 0.021 -0.056 0.009
C 1.4074 -4.4235 -0.3042 0.043 0.051 -0.032
C 2.6661 -3.7134 -0.7289 -0.068 0.054 0.084
C 0.1158 -3.9318 -0.5200 0.060 0.158 -0.041
Te -0.2622 -1.9074 -1.1994 0.157 -0.451 -0.585
N -0.8832 0.6758 0.3804 0.216 0.518 0.381
C -2.1437 0.5900 0.7840 0.463 0.200 -0.148
O -2.8195 -0.4523 0.6161 -0.268 0.130 -0.134
C -2.8721 1.7446 1.4620 0.067 -0.168 -0.009
C -4.1762 2.0168 1.0579 0.004 0.012 0.069
C -4.9050 3.0307 1.6620 -0.028 0.016 -0.064
C -4.3403 3.7826 2.6826 -0.012 0.098 0.053
C -3.0470 3.5086 3.1022 -0.001 -0.011 0.013
C -2.3233 2.4872 2.5023 -0.160 0.010 0.094
C -0.7135 -2.3108 -3.2894 -0.009 0.026 0.167
C -2.0384 -2.2646 -3.7436 -0.129 0.041 0.078
C -3.2209 -2.0040 -2.8430 0.067 0.045 -0.006
C -2.3144 -2.4638 -5.0970 0.062 -0.028 -0.061
C -1.3150 -2.6954 -6.0259 -0.013 0.020 0.050
C -1.6266 -2.9168 -7.4815 0.029 -0.007 0.095
C -0.0023 -2.6965 -5.5730 -0.057 0.024 0.034
C 0.3116 -2.4967 -4.2328 0.138 -0.015 -0.059
C 1.7732 -2.5004 -3.8654 -0.093 -0.025 -0.026
C -0.9795 -4.6962 -0.0753 -0.136 0.014 0.065
C -2.4034 -4.2531 -0.2793 0.077 -0.017 0.066
C -0.7643 -5.9023 0.5794 0.061 -0.011 0.008
H 1.7832 -7.8257 1.7915 -0.003 -0.034 0.029
H 0.3758 -8.5293 0.9865 0.001 -0.036 0.034
H 0.1704 -7.6600 2.5076 0.025 -0.070 0.024
H 2.5934 -5.9971 0.5201 0.004 -0.009 0.024
H 3.1531 -4.2536 -1.5439 0.009 0.023 -0.014
H 3.3656 -3.6625 0.1067 0.032 -0.009 -0.012
H 2.4490 -2.6998 -1.0536 0.068 -0.004 -0.068
H -4.6069 1.4096 0.2717 -0.010 -0.046 0.042
H -5.9215 3.2294 1.3447 -0.002 0.010 -0.019
H -4.9106 4.5654 3.1668 -0.008 0.021 -0.035
H -2.6046 4.0850 3.9056 -0.017 -0.036 0.049
H -1.3412 2.2353 2.8880 0.049 0.033 -0.104
H -2.9466 -1.4505 -1.9457 -0.076 -0.024 0.038
H -3.6716 -2.9467 -2.5294 -0.039 0.027 0.039
H -3.9857 -1.4463 -3.3857 -0.001 0.017 0.004
H -3.3479 -2.4328 -5.4280 -0.009 0.007 0.005
H -2.6997 -2.8686 -7.6623 -0.001 0.009 -0.036
H -1.2701 -3.8959 -7.8061 -0.008 0.002 -0.042
H -1.1353 -2.1636 -8.1002 -0.024 -0.015 -0.047
H 0.8046 -2.8512 -6.2832 0.008 0.007 -0.003
H 2.3815 -2.2035 -4.7217 -0.002 -0.044 -0.016
H 2.0830 -3.5028 -3.5623 0.051 0.038 0.072
H 1.9672 -1.8224 -3.0363 0.038 -0.026 0.000
H -2.5357 -3.2053 -0.0047 -0.092 0.005 -0.042
H -3.0827 -4.8692 0.3106 -0.006 -0.003 -0.003
H -2.6746 -4.3638 -1.3298 -0.031 0.056 -0.012
H -1.6200 -6.4688 0.9330 -0.024 0.013 -0.008
```
Positions in Å, forces in eV/Å.

Values from the calculation:
Spin multiplicity: 1
Largest force on an atom in eV/A: 0.780
HOMO in eV: -6.16
Kohn-Sham gap in eV: 6.175

***

# 2
# C48H56MnN4O2PS3

A structure of composition C48H56MnN4O2PS3 (ωB97M-V/def2-TZVPD, the Open Molecules 2025 dataset).

Structure (XYZ):
```
115
Properties=species:S:1:pos:R:3:forces:R:3
Mn -0.3346 0.2209 0.2970 -0.100 0.447 0.259
N -1.6075 2.1780 2.6508 0.183 -0.163 0.138
C -1.0024 2.9106 1.5738 -0.185 -0.234 0.225
C -0.7830 4.2302 1.7540 -0.094 0.173 0.183
C -0.1330 5.3559 1.0186 0.060 -0.041 -0.140
C 0.0419 5.6890 -1.1392 0.073 -0.182 -0.184
C -0.3252 4.4508 -1.8812 -0.193 -0.234 0.361
C 0.3411 3.3591 -1.4764 0.413 0.399 -0.232
P 0.4753 1.6902 -2.1813 -0.200 -0.076 0.206
C -1.2165 1.0164 -2.4172 0.150 -0.112 0.050
C -1.2229 -0.3819 -2.5151 0.011 0.074 -0.054
C -2.4065 -1.0845 -2.6936 -0.099 0.114 -0.014
C -3.6066 -0.3886 -2.7667 0.045 0.055 0.022
C -3.6140 0.9991 -2.6531 0.015 -0.079 -0.024
C -2.4278 1.6985 -2.4818 -0.075 0.023 0.063
C 1.0195 2.0343 -3.8868 0.003 -0.091 0.028
C 0.1723 2.5351 -4.8718 -0.031 0.048 -0.004
C 0.6664 2.8250 -6.1327 -0.002 -0.002 -0.005
C 2.0102 2.6172 -6.4198 -0.002 -0.006 0.019
C 2.8549 2.1010 -5.4498 0.002 -0.005 -0.016
C 2.3574 1.8009 -4.1891 -0.014 -0.010 -0.053
H -1.7137 2.7586 3.4731 -0.047 0.015 0.015
H -0.9784 1.4158 2.9099 -0.127 0.127 -0.056
H -1.0733 4.5724 2.7417 -0.016 -0.066 0.040
H 0.2583 5.9887 1.8124 0.022 0.069 -0.074
H 0.4213 6.4361 -1.8394 -0.014 0.069 0.071
H -1.0778 4.4755 -2.6586 0.068 -0.055 -0.146
H -0.2754 -0.9090 -2.4484 -0.061 -0.054 -0.040
H -2.3969 -2.1640 -2.7628 0.007 -0.024 -0.029
H -4.5370 -0.9234 -2.9062 -0.012 -0.012 -0.011
H -4.5512 1.5391 -2.6942 -0.007 -0.002 -0.001
H -2.4627 2.7746 -2.3756 0.054 0.008 0.034
H -0.8788 2.6932 -4.6577 0.017 -0.004 -0.005
H 0.0044 3.2114 -6.8960 -0.011 0.009 -0.007
H 2.3927 2.8477 -7.4044 0.013 0.004 -0.024
H 3.8973 1.9210 -5.6761 0.014 -0.002 -0.011
H 3.0060 1.3652 -3.4391 0.033 0.029 0.051
C 5.3954 -0.0513 0.4985 0.008 -0.010 0.017
C 4.3091 0.1878 -0.5368 -0.006 -0.030 -0.004
N 3.7421 1.5362 -0.4965 -0.114 -0.107 -0.054
C 4.4799 2.6022 -1.1819 0.005 0.046 -0.110
C 5.3180 3.4406 -0.2275 0.004 0.042 0.010
C 2.6318 1.8180 0.1939 0.492 -0.004 -0.129
S 1.9962 0.7031 1.3344 -0.278 -0.286 -0.002
N 2.2256 3.0912 0.1395 -0.064 0.139 0.540
C 1.3032 3.7601 -0.3975 -0.459 -0.070 -0.471
O -0.7864 2.1477 0.5405 0.266 0.267 -0.433
C 1.0208 5.1830 -0.0624 -0.045 -0.082 0.111
C 2.1591 6.1006 0.2290 0.094 -0.026 -0.060
C 1.9907 7.4114 0.4164 0.007 -0.003 -0.010
C 0.7216 8.1600 0.3770 0.024 0.028 0.004
C -0.5164 7.6914 0.1892 -0.120 0.030 0.008
C -0.8791 6.2448 -0.0260 -0.048 0.163 0.095
H 5.7207 -1.0909 0.4536 0.008 -0.021 0.003
H 5.0141 0.1470 1.4998 0.003 -0.001 -0.004
H 6.2679 0.5763 0.3208 0.009 0.011 0.004
H 3.4921 -0.5163 -0.3964 0.002 0.011 -0.002
H 4.7028 0.0472 -1.5461 -0.002 -0.011 0.015
H 3.7767 3.2360 -1.7228 0.032 -0.026 -0.027
H 5.1158 2.1201 -1.9252 -0.011 0.004 0.016
H 4.6854 3.9352 0.5085 0.016 -0.020 0.001
H 5.8596 4.2032 -0.7870 -0.002 0.024 -0.002
H 6.0440 2.8279 0.3028 0.024 -0.009 0.005
H 3.1518 5.6708 0.2875 0.026 -0.001 0.022
H 2.8723 8.0069 0.6185 0.012 0.012 0.004
H 0.8222 9.2291 0.5184 0.013 0.021 0.003
H -1.3294 8.4078 0.1819 -0.006 0.026 -0.002
H -1.9546 6.1063 -0.1194 0.008 -0.081 -0.049
N -2.4492 -0.3211 0.6773 0.139 -0.360 -0.114
S -3.4801 -0.1697 1.8793 0.080 0.120 0.031
C -4.6456 -1.5162 1.7295 0.036 -0.001 0.016
C -4.6786 -2.4488 2.7540 -0.012 -0.002 -0.015
C -5.5128 -3.5548 2.6423 -0.005 -0.005 -0.003
C -6.2959 -3.7156 1.5107 0.005 -0.009 0.018
C -6.2575 -2.7729 0.4883 0.002 0.016 -0.014
C -5.4332 -1.6669 0.5950 -0.009 -0.011 0.005
C -4.5730 1.1986 1.5019 0.003 -0.013 -0.002
C -4.1088 2.1767 0.6400 -0.047 0.032 0.079
C -4.9261 3.2667 0.3706 0.054 0.008 -0.016
C -6.1720 3.3743 0.9676 -0.029 -0.007 0.010
C -6.6127 2.3931 1.8473 -0.001 0.010 0.003
C -5.8111 1.2974 2.1216 -0.025 -0.009 -0.015
H -2.9475 -0.4082 -0.2095 -0.005 0.000 0.012
H -4.0657 -2.3057 3.6353 0.017 0.004 0.027
H -5.5539 -4.2827 3.4410 0.000 -0.011 0.010
H -6.9473 -4.5744 1.4243 -0.014 -0.015 0.001
H -6.8812 -2.8991 -0.3862 -0.008 -0.001 -0.016
H -5.4104 -0.9167 -0.1862 0.004 0.013 -0.023
H -3.1143 2.0961 0.2225 0.029 -0.012 -0.055
H -4.5764 4.0439 -0.2965 0.015 0.015 -0.011
H -6.8016 4.2284 0.7569 -0.006 0.010 -0.005
H -7.5818 2.4809 2.3188 -0.017 -0.001 0.010
H -6.1545 0.5264 2.7996 -0.007 -0.013 0.013
C 2.6562 -3.6283 -0.1836 0.013 0.018 -0.001
C 1.5632 -4.6678 0.0411 0.004 -0.070 0.002
C 0.2150 -4.3331 -0.5871 -0.011 0.006 -0.020
S -0.7794 -3.0155 0.1365 -0.052 -0.078 0.018
O 0.1328 -1.7975 0.0959 0.122 0.063 -0.116
C -0.8185 -3.5528 1.8727 0.035 0.022 0.019
C 0.2962 -2.9512 2.7364 -0.024 -0.071 -0.004
C -0.1006 -1.6309 3.3838 -0.070 -0.012 -0.030
H 3.5766 -3.9441 0.3069 0.023 -0.007 -0.009
H 2.3766 -2.6485 0.2003 0.005 -0.006 0.020
H 2.8688 -3.5214 -1.2489 -0.011 0.022 -0.018
H 1.4396 -4.8753 1.1061 -0.008 0.023 0.005
H 1.8755 -5.6159 -0.4046 0.013 0.001 0.019
H -0.4548 -5.1979 -0.5842 -0.017 0.008 0.014
H 0.3309 -4.0236 -1.6292 0.004 0.007 -0.006
H -0.7793 -4.6420 1.8355 -0.006 -0.022 0.019
H -1.8065 -3.2722 2.2406 -0.005 0.044 0.000
H 1.1998 -2.8164 2.1425 -0.010 0.032 -0.001
H 0.5386 -3.6782 3.5150 0.006 0.009 -0.011
H -0.4505 -0.9161 2.6340 0.023 0.001 0.029
H 0.7385 -1.1838 3.9160 -0.005 0.007 -0.025
H -0.9171 -1.7738 4.0940 -0.020 -0.002 0.015
```
Positions in Å, forces in eV/Å.

Values from the calculation:
Total charge: +1
Spin multiplicity: 6
Largest force on an atom in eV/A: 0.661
HOMO (alpha / beta) in eV: -8.94 / -8.98
Kohn-Sham gap (alpha / beta) in eV: 7.254 / 7.226

***

Table of energy relative to the best compared isomer or geometry (same formula, charge and spin) (eV), in record order: 1.8168, 4.9828